# 1
This record from the OMol25 dataset describes a molecular structure, AgH16O12P in a non-equilibrium geometry. The level of theory is the ωB97M-V functional and the def2-TZVPD basis.

E_HOMO   1.7 eV
E_LUMO   4.302 eV
Total charge   -2
ΔE to the lowest compared entry with this formula, charge and spin   2.246 eV
Largest force on an atom   16.47 eV/Å
Kohn-Sham gap   0.09632 Ha

Last column: Löwdin charge in e.
Positions of all 30 atoms, in Å:
Ag1 0.1883 0.3237 0.3622  0.805
P1 1.7853 -1.6303 -1.8398  -0.074
O1 0.6673 -1.9003 -2.8178  -0.300
O2 2.2053 -0.8893 -3.0368  -0.282
O3 0.4473 -1.1063 -1.2828  -0.501
O4 1.8843 -0.1853 -1.4458  -0.436
O5 -0.9087 -0.1753 2.3792  -0.052
H1 -1.0887 0.3977 3.0932  0.018
H2 -1.3207 -0.9653 2.6482  0.017
O6 2.7943 0.3917 0.7572  -0.160
H3 2.4413 0.1387 -0.1468  -0.073
H4 2.5333 1.2757 1.0332  -0.045
O7 -1.7647 -0.5443 -1.7338  -0.140
H5 -0.7877 -0.7893 -1.5268  -0.078
H6 -2.0997 -1.1103 -2.4228  0.020
O8 -1.7117 1.9347 0.6392  -0.110
H7 -1.9187 2.6367 -0.0368  0.075
H8 -2.5947 1.6527 0.9282  0.041
O9 0.8413 1.9247 -1.2998  -0.181
H9 1.5583 2.5907 -1.1868  0.025
H10 1.4043 1.0457 -1.3018  -0.065
O10 0.0613 -2.4773 0.5762  -0.180
H11 0.1363 -1.9233 -0.3008  -0.102
H12 -0.4857 -3.1853 0.3022  -0.016
O11 -2.7647 -1.4853 0.5512  -0.108
H13 -2.2527 -1.2443 -0.2108  -0.058
H14 -2.0367 -1.8553 1.0612  -0.027
O12 1.1523 2.3487 1.7612  -0.054
H15 0.3783 2.8937 1.9462  0.046
H16 1.2563 1.9107 2.5512  -0.005

=====

# 2
This record from the OMol25 dataset describes a molecular structure, AgH16O8. The level of theory is the ωB97M-V functional and the def2-TZVPD basis.

Spin multiplicity   2
Expectation value of S²   0.75
E_HOMO (spin up / spin down)   -18.6 / -18.6 eV
E_LUMO (spin up / spin down)   -6.671 / -11.635 eV
Total charge   +2
ΔE to the lowest compared entry with this formula, charge and spin   0.805 eV
Largest force on an atom   0.64 eV/Å
Kohn-Sham gap (spin up / spin down)   0.43865 / 0.25567 Ha

Last column: Löwdin charge in e.
Positions of all 25 atoms, in Å:
Ag1 -7.2786 -1.3897 10.1463  1.285
O1 -5.2608 -2.6982 10.1031  -0.074
H1 -5.0801 -3.6451 10.0054  0.091
H2 -4.4010 -2.2703 9.9913  0.076
O2 -7.2140 0.3651 11.8434  -0.068
H3 -7.3107 0.5830 12.7835  0.098
H4 -7.2987 1.2074 11.3814  0.057
O3 -7.2474 -2.7254 12.1552  -0.078
H5 -7.7418 -2.3395 12.8912  0.071
H6 -7.1138 -3.6524 12.3985  0.089
O4 -8.2517 -3.5447 9.3582  -0.075
H7 -9.1890 -3.7660 9.4535  0.075
H8 -7.8166 -4.3900 9.1808  0.078
O5 -8.2496 0.2648 9.0135  -0.056
H9 -8.4021 0.4591 8.0758  0.109
H10 -8.6085 1.0224 9.4994  0.096
O6 -6.5280 -1.5511 7.9241  -0.091
H11 -6.8716 -1.0937 7.1446  0.081
H12 -5.9322 -2.2276 7.5724  0.084
O7 -5.3180 0.3644 9.8728  -0.075
H13 -4.5141 0.0235 10.2844  0.063
H14 -5.0116 1.0869 9.3056  0.085
O8 -9.6133 -1.2977 10.9875  -0.084
H15 -10.2881 -1.4032 10.3006  0.075
H16 -10.1065 -1.0334 11.7778  0.086

=====

# 3
This record from the OMol25 dataset describes a molecular structure, AlAs2F12 in a non-equilibrium geometry. The level of theory is the ωB97M-V functional and the def2-TZVPD basis.

E_HOMO   -16.6 eV
E_LUMO   -14.382 eV
Total charge   +1
ΔE to the lowest compared entry with this formula, charge and spin   3.222 eV
Largest force on an atom   2.26 eV/Å
Kohn-Sham gap   0.08168 Ha

Last column: Löwdin charge in e.
Positions of all 15 atoms, in Å:
Al1 -19.7060 5.7565 24.5871  1.496
As1 -15.6682 4.5058 26.0108  0.721
F1 -14.8112 4.5712 24.5101  -0.092
F2 -17.1421 5.0373 25.1724  -0.331
F3 -16.5043 4.3928 27.4966  -0.138
F4 -14.1998 4.1182 26.8259  -0.120
F5 -15.3560 6.1861 26.2641  -0.134
F6 -16.0263 2.8788 25.5655  -0.128
As2 -23.3150 3.3822 23.5041  0.728
F7 -23.2428 3.2238 25.2272  -0.142
F8 -24.8002 2.5571 23.4907  -0.136
F9 -23.2939 3.5789 21.8082  -0.119
F10 -21.7313 4.2515 23.6830  -0.351
F11 -22.3386 1.9636 23.3894  -0.109
F12 -24.0817 4.9235 23.6183  -0.145

=====

# 4
This record from the OMol25 dataset describes a molecular structure, AlF24P4 in a non-equilibrium geometry. The level of theory is the ωB97M-V functional and the def2-TZVPD basis.

Spin multiplicity   2
Expectation value of S²   0.75
E_HOMO (spin up / spin down)   -7.4 / -7.4 eV
E_LUMO (spin up / spin down)   2.590 / -2.087 eV
Total charge   -2
Largest force on an atom   3.90 eV/Å
Kohn-Sham gap (spin up / spin down)   0.36792 / 0.19509 Ha

Last column: Löwdin charge in e.
Positions of all 29 atoms, in Å:
Al1 -0.0318 -0.0975 -0.1153  1.555
P1 -2.8452 1.9369 1.4466  0.072
F1 -3.2858 1.1694 2.7861  -0.151
F2 -4.3849 1.8450 1.0512  -0.142
F3 -2.8920 3.4369 2.0758  -0.153
F4 -2.3589 2.5940 0.0811  -0.150
F5 -1.2966 1.8149 1.9553  -0.189
F6 -2.7681 0.5387 0.7278  -0.178
P2 -1.6797 -3.4981 0.3372  0.235
F7 -3.2193 -3.8120 -0.2029  -0.169
F8 -1.9677 -4.3800 1.6915  -0.158
F9 -0.9252 -4.6799 -0.4349  -0.129
F10 -0.3071 -2.9823 0.8919  -0.179
F11 -1.3153 -2.5401 -1.0103  -0.242
F12 -2.1334 -2.0233 0.9591  -0.228
P3 1.8763 3.0073 0.7264  0.155
F13 1.6516 1.6586 1.5129  -0.168
F14 1.4587 3.7326 2.1415  -0.165
F15 3.4131 3.1353 1.1742  -0.162
F16 2.1079 4.3890 -0.1219  -0.181
F17 2.4254 2.0276 -0.4875  -0.202
F18 0.4318 3.0935 -0.0011  -0.172
P4 2.6004 -1.4502 -2.4706  0.162
F19 1.9879 0.0142 -2.3359  -0.176
F20 3.8302 -0.9394 -3.3835  -0.147
F21 3.3467 -1.1831 -1.0377  -0.172
F22 3.1955 -3.0285 -2.6100  -0.207
F23 1.4221 -2.0714 -1.5834  -0.196
F24 1.6635 -1.7082 -3.7638  -0.160

=====

# 5
This record from the OMol25 dataset describes a molecular structure, AlF4N2O8S4 in a non-equilibrium geometry. The level of theory is the ωB97M-V functional and the def2-TZVPD basis.

E_HOMO   -16.4 eV
E_LUMO   -10.377 eV
Total charge   +1
ΔE to the lowest compared entry with this formula, charge and spin   0.000 eV
Largest force on an atom   19.41 eV/Å
Kohn-Sham gap   0.21958 Ha

Last column: Löwdin charge in e.
Positions of all 19 atoms, in Å:
Al1 -2.4749 17.7335 -13.5778  1.172
N1 -4.2086 17.3651 -13.8446  -0.307
S1 -5.4101 17.6312 -14.5874  0.393
O1 -6.6133 17.8130 -13.9056  -0.114
O2 -5.4787 17.1572 -15.9696  -0.147
F1 -4.9271 19.1126 -14.8685  -0.148
S2 -4.7842 15.8613 -13.4064  0.675
O3 -4.6005 14.6960 -14.2869  -0.151
O4 -5.8702 15.6901 -12.4188  -0.146
F2 -3.5138 15.6307 -12.4476  -0.161
N2 -0.9904 17.1311 -14.3966  -0.302
S3 0.5193 17.9074 -14.5011  0.611
O5 0.6059 19.0670 -15.3692  -0.166
O6 1.7048 17.1077 -14.2289  -0.147
F3 0.3340 18.5776 -13.1236  -0.140
S4 -0.7660 16.2740 -15.6946  0.554
O7 0.1396 15.1408 -15.6118  -0.152
O8 -0.8453 17.0116 -16.9491  -0.171
F4 -2.1914 15.5334 -15.7154  -0.152

=====

# 6
This record from the OMol25 dataset describes a molecular structure, AlF6P in a non-equilibrium geometry. The level of theory is the ωB97M-V functional and the def2-TZVPD basis.

E_HOMO   -20.4 eV
E_LUMO   -18.165 eV
Total charge   +2
ΔE to the lowest compared entry with this formula, charge and spin   2.375 eV
Largest force on an atom   2.29 eV/Å
Kohn-Sham gap   0.08089 Ha

Last column: Löwdin charge in e.
Positions of all 8 atoms, in Å:
Al1 8.0279 -7.5494 -9.0002  1.079
P1 9.5085 -1.8976 -12.3174  0.318
F1 10.1892 -1.0794 -11.0165  0.108
F2 10.6650 -1.4895 -13.3662  0.114
F3 10.4156 -3.1326 -11.8210  0.103
F4 8.8304 -3.0218 -13.4144  0.096
F5 8.4370 -2.3494 -11.1848  0.081
F6 8.6234 -0.7507 -12.9989  0.101

=====

The lowest largest force on an atom belongs to which entry? AgH16O8